[1]
A gas-phase ion, C4H10NO (charge -1), computed with wB97M-V/def2-TZVPD.

HOMO energy: -2.416 eV
E_LUMO: 0.152 Eh
Orbital gap: 6.557 eV
DFT total energy: -288.38699 Eh
Energy above the lowest of the compared OMol25 structures with the same formula, charge and spin: 12.2 kJ/mol
Charge: -1

Each line ends with the Mulliken charge.
Positions of all 16 atoms, in Å:
C -0.72 0.15 -1.96  -1.092
C 0.24 0.50 -0.80  -0.815
C 0.19 -0.44 0.37  0.291
N -1.16 -0.71 0.82  -0.739
C 1.06 0.08 1.58  -0.513
O 0.75 -0.51 2.74  -0.887
H -0.26 -0.62 -2.60  0.246
H -1.61 -0.33 -1.55  0.333
H -0.94 1.04 -2.56  0.340
H 1.25 0.50 -1.22  0.316
H 0.06 1.54 -0.51  0.383
H 0.66 -1.40 0.12  0.227
H -1.61 0.17 1.06  0.249
H -1.02 -1.16 1.73  0.334
H 2.14 -0.05 1.24  0.185
H 0.98 1.22 1.55  0.141

[2]
15 unconnected molecules or ions with the total composition C15H20BCl42OP, computed with wB97M-V/def2-TZVPD.

HOMO energy: -8.050 eV
E_LUMO: -0.002 Eh
Orbital gap: 7.985 eV
DFT total energy: -20352.93928 Eh
Energy above the lowest of the compared OMol25 structures with the same formula, charge and spin: 0.0 kJ/mol
Charge: 0

Each line ends with the Mulliken charge.
Positions of all 80 atoms, in Å:
B -2.04 -1.53 -1.38  0.211
P -0.21 -1.74 -1.79  0.416
C -0.11 -1.29 -3.57  -0.985
O 0.59 -0.55 -0.92  -0.425
H -2.76 -2.31 -1.93  -0.095
H -2.42 -0.70 -0.63  -0.181
H -0.05 -0.21 -3.68  0.315
H 0.71 -1.79 -4.06  0.283
H -1.02 -1.59 -4.06  0.356
H 0.30 -0.60 0.00  0.255
C 3.51 1.63 -1.58  0.221
Cl 4.91 1.31 -2.61  -0.161
Cl 3.96 2.69 -0.24  -0.063
Cl 2.19 2.31 -2.51  -0.072
H 3.18 0.68 -1.16  0.057
C 2.91 -4.89 -0.31  0.667
Cl 2.24 -3.28 -0.57  -0.064
Cl 1.63 -6.05 0.04  -0.062
Cl 3.83 -5.41 -1.73  -0.124
H 3.58 -4.85 0.53  -0.432
C -5.23 1.36 -1.02  0.474
Cl -6.99 1.49 -1.00  -0.130
Cl -4.63 0.88 0.56  -0.150
Cl -4.71 0.24 -2.29  -0.147
H -4.82 2.33 -1.25  -0.113
C -4.98 6.09 -1.65  -0.075
Cl -3.26 5.72 -1.72  -0.112
Cl -5.93 4.60 -1.57  -0.093
Cl -5.34 7.13 -0.27  -0.054
H -5.26 6.62 -2.55  0.321
C -4.91 9.50 2.82  0.072
Cl -5.15 10.61 4.17  -0.152
Cl -6.41 9.31 1.90  -0.142
Cl -3.60 10.05 1.77  -0.103
H -4.64 8.53 3.22  0.306
C -0.88 -9.29 -1.55  -0.025
Cl -1.13 -8.30 -0.11  -0.104
Cl -2.39 -9.51 -2.43  -0.112
Cl 0.35 -8.59 -2.60  -0.040
H -0.53 -10.27 -1.23  0.270
C 1.43 -5.76 -5.38  -0.035
Cl 2.30 -6.75 -4.20  -0.100
Cl 0.03 -5.01 -4.63  -0.087
Cl 2.50 -4.55 -6.08  -0.138
H 1.08 -6.41 -6.18  0.349
C -3.53 -11.16 1.78  -0.009
Cl -2.09 -11.34 0.79  -0.080
Cl -3.26 -10.00 3.08  -0.119
Cl -4.92 -10.68 0.80  -0.117
H -3.75 -12.12 2.23  0.338
C 5.40 -3.31 3.10  0.058
Cl 5.29 -4.91 2.38  -0.168
Cl 3.80 -2.62 3.35  -0.123
Cl 6.31 -3.37 4.62  -0.121
H 5.94 -2.67 2.42  0.310
C 4.88 4.10 3.68  0.008
Cl 6.57 3.83 3.26  -0.119
Cl 4.04 4.94 2.37  -0.112
Cl 4.08 2.58 4.06  -0.106
H 4.85 4.73 4.56  0.334
C 4.65 4.36 -5.05  0.581
Cl 2.95 4.36 -5.51  -0.116
Cl 5.69 4.13 -6.46  -0.133
Cl 5.08 5.85 -4.21  -0.127
H 4.82 3.54 -4.37  -0.202
C -2.43 10.59 6.83  0.555
Cl -0.80 10.95 6.25  -0.124
Cl -2.43 9.11 7.80  -0.124
Cl -3.08 11.94 7.75  -0.124
H -3.07 10.43 5.98  -0.168
C 5.27 -3.56 8.49  0.359
Cl 4.14 -4.86 8.14  -0.118
Cl 4.46 -2.22 9.29  -0.125
Cl 6.62 -4.15 9.46  -0.123
H 5.67 -3.21 7.55  0.002
C -4.63 2.63 -5.90  -0.107
Cl -2.90 2.29 -5.97  -0.105
Cl -5.56 1.14 -5.86  -0.111
Cl -5.01 3.65 -4.50  -0.005
H -4.90 3.17 -6.79  0.347

[3]
2 unconnected molecules or ions with the total composition C4H4O2, computed with wB97M-V/def2-TZVPD.

HOMO energy: -9.273 eV
E_LUMO: -0.028 Eh
Orbital gap: 8.508 eV
DFT total energy: -305.17622 Eh
Energy above the lowest of the compared OMol25 structures with the same formula, charge and spin: 271.1 kJ/mol
Charge: 0

Each line ends with the Mulliken charge.
Positions of all 10 atoms, in Å:
C 0.36 1.56 0.67  -0.600
C -0.79 0.91 0.72  -0.277
C -1.50 -0.13 0.39  0.817
O -2.28 -0.98 0.18  -0.425
H 1.21 1.12 0.14  0.301
H 0.52 2.52 1.15  0.251
C 0.61 -1.25 -0.81  -0.228
O 1.57 -0.53 -0.95  -0.470
H 0.49 -1.90 0.07  0.327
H -0.19 -1.32 -1.57  0.303

[4]
C6H16Si in the gas phase, computed with wB97M-V/def2-TZVPD.

HOMO energy: -9.547 eV
E_LUMO: 0.031 Eh
Orbital gap: 10.397 eV
DFT total energy: -527.62254 Eh
Energy above the lowest of the compared OMol25 structures with the same formula, charge and spin: 201.1 kJ/mol
Charge: 0

Each line ends with the Mulliken charge.
Positions of all 23 atoms, in Å:
C -2.93 0.66 0.72  -0.979
Si -2.09 -0.34 -0.58  0.463
C -0.10 0.37 -0.88  -1.487
C 1.05 -0.11 -0.06  2.129
C 0.81 -0.01 1.48  -1.590
C 1.46 -1.53 -0.43  -1.910
C 2.14 0.82 -0.55  -1.736
H -4.01 0.57 0.84  0.364
H -2.59 0.17 1.70  0.250
H -2.79 1.76 0.86  0.326
H -2.72 -0.21 -1.92  -0.205
H -2.45 -1.77 -0.34  -0.147
H -0.26 1.46 -0.76  0.467
H -0.09 0.27 -1.97  0.520
H 0.37 0.97 1.61  0.355
H 1.75 -0.15 2.01  0.428
H 0.24 -0.88 2.06  0.271
H 1.22 -1.79 -1.39  0.445
H 2.54 -1.53 -0.33  0.415
H 1.01 -2.25 0.21  0.414
H 2.08 2.04 -0.38  0.270
H 3.13 0.57 -0.33  0.456
H 2.21 0.90 -1.60  0.481

[5]
C2H2N4 in the gas phase, computed with wB97M-V/def2-TZVPD.

HOMO energy: -10.177 eV
E_LUMO: -0.031 Eh
Orbital gap: 9.345 eV
DFT total energy: -296.33697 Eh
Energy above the lowest of the compared OMol25 structures with the same formula, charge and spin: 230.8 kJ/mol
Charge: 0

Each line ends with the Mulliken charge.
Positions of all 8 atoms, in Å:
C -1.12 -0.41 -0.13  0.147
N -0.01 -1.07 0.44  -0.416
C 1.07 -0.33 0.31  0.080
N 1.15 0.98 -0.12  -0.190
N 0.02 1.61 -0.13  -0.203
N -1.10 0.89 -0.27  -0.121
H -1.97 -0.83 -0.74  0.324
H 1.97 -0.84 0.64  0.380

[6]
A molecular structure, C4H8N2O, computed with wB97M-V/def2-TZVPD.

HOMO energy: -9.532 eV
E_LUMO: 0.034 Eh
Orbital gap: 10.469 eV
DFT total energy: -341.93430 Eh
Energy above the lowest of the compared OMol25 structures with the same formula, charge and spin: 182.1 kJ/mol
Charge: 0

Each line ends with the Mulliken charge.
Positions of all 15 atoms, in Å:
C 1.66 0.03 0.52  -1.438
C 0.74 -0.33 -0.63  0.365
O 0.07 -1.58 -0.35  -0.426
C -1.10 -0.94 0.02  0.366
N -2.11 -1.44 0.57  -0.687
C -0.62 0.40 -0.61  0.010
N -0.61 1.74 -0.15  -0.526
H 1.12 -0.05 1.47  0.330
H 2.05 1.04 0.42  0.347
H 2.49 -0.68 0.56  0.352
H 1.26 -0.34 -1.59  0.308
H -1.97 -2.44 0.74  0.276
H -1.04 0.40 -1.62  0.298
H -1.42 2.29 -0.36  0.239
H -0.28 1.90 0.79  0.185

[7]
A molecular structure, C35H39Cl2FeN4O2, computed with wB97M-V/def2-TZVPD.

HOMO energy (spin up / spin down): -3.981 / -3.999 eV
E_LUMO (spin up / spin down): 0.089 / 0.088 Eh
2S+1: 5
Orbital gap (spin up / spin down): 6.409 / 6.394 eV
DFT total energy: -3910.79631 Eh
Charge: -1

Each line ends with the Mulliken charge.
Positions of all 83 atoms, in Å:
Fe -0.76 0.20 -0.02  2.295
Cl -6.54 -3.90 -0.09  -0.259
C -5.18 -3.03 0.43  0.167
C -4.62 -2.04 -0.39  -1.019
C -3.46 -1.30 0.00  0.466
N -2.80 -0.38 -0.72  -0.214
C -3.15 -0.21 -2.07  0.036
O -3.72 -1.00 -2.84  -0.735
C -2.77 1.12 -2.54  0.320
C -3.57 1.69 -3.56  -1.053
C -3.31 3.00 -3.96  -0.374
C -2.24 3.69 -3.36  -1.234
C -1.50 3.04 -2.38  -0.041
N -1.74 1.77 -1.96  0.495
C -2.91 -1.55 1.32  0.084
C -3.47 -2.57 2.12  -0.579
C -4.59 -3.32 1.72  0.059
Cl -5.19 -4.53 2.70  -0.253
N -1.89 -0.71 1.75  -0.243
C -0.84 -1.41 2.39  -0.583
O -0.26 -1.03 3.42  -0.676
C -0.40 -2.56 1.54  1.125
C -0.16 -3.84 2.08  -0.826
C 0.05 -4.89 1.19  -0.731
C 0.05 -4.63 -0.20  -0.978
C -0.13 -3.31 -0.63  -0.491
N -0.33 -2.28 0.22  0.806
H -5.04 -1.82 -1.37  0.499
H -4.36 1.07 -3.97  0.503
H -3.94 3.47 -4.72  0.401
H -1.98 4.71 -3.64  0.429
H -0.68 3.56 -1.90  0.221
H -3.02 -2.78 3.09  0.466
H -0.19 -3.96 3.16  0.495
H 0.22 -5.90 1.57  0.443
H 0.20 -5.40 -0.95  0.446
H -0.13 -3.06 -1.69  0.401
C 1.47 0.96 1.65  -0.570
C 2.21 0.22 0.69  0.646
C 1.94 0.83 -0.60  0.042
C 1.09 1.95 -0.33  -0.215
C 0.77 2.03 1.04  -1.703
C -0.07 3.07 1.72  2.789
C 0.40 3.26 3.18  -1.912
C 0.04 4.42 0.99  -1.630
C -1.54 2.60 1.73  -1.964
C 2.36 0.48 -2.02  2.372
C 1.86 1.57 -3.00  -2.187
C 3.88 0.41 -2.22  -2.015
C 1.66 -0.82 -2.43  -1.315
C 3.24 -0.81 1.16  2.602
C 3.33 -2.08 0.32  -1.540
C 4.61 -0.09 1.20  -1.658
C 2.92 -1.25 2.60  -1.975
H 1.45 0.71 2.70  0.033
H 0.82 2.66 -1.10  0.629
H 1.47 3.51 3.23  0.357
H 0.25 2.35 3.78  0.324
H -0.17 4.06 3.67  0.422
H 1.08 4.76 0.90  0.324
H -0.52 5.19 1.56  0.433
H -0.37 4.39 -0.02  0.238
H -1.70 1.68 2.31  0.234
H -1.92 2.42 0.71  0.117
H -2.19 3.37 2.16  0.518
H 2.29 2.55 -2.80  0.316
H 0.77 1.66 -2.99  0.338
H 2.15 1.29 -4.01  0.520
H 4.37 1.34 -1.89  0.341
H 4.09 0.27 -3.29  0.474
H 4.36 -0.41 -1.69  0.279
H 0.56 -0.74 -2.32  -0.151
H 1.96 -1.68 -1.83  0.079
H 1.86 -1.04 -3.49  0.588
H 3.68 -1.91 -0.70  0.195
H 2.37 -2.60 0.26  0.033
H 4.03 -2.75 0.82  0.610
H 4.96 0.26 0.23  0.196
H 5.38 -0.75 1.61  0.458
H 4.56 0.80 1.84  0.319
H 1.89 -1.58 2.75  0.394
H 3.08 -0.42 3.31  0.284
H 3.59 -2.07 2.88  0.465

> What is the formula in the first record?

C4H10NO

> Which value of charge does entry 2 give?

0

> Which formula does entry 1 have?

C4H10NO